Entry 1:
19
Properties=species:S:1:pos:R:3:forces:R:3 method="wB97M-V/def2-TZVPD" spin_multiplicity=3 relative_energy_kcal_mol=0.0 total_energy_ev=-36183.191 gap_ev="7.2 / 6.9"
Au 0.276 -0.711 -1.123 0.032 -0.178 0.389
Cl 1.103 2.900 0.439 0.211 0.823 -0.659
C -1.306 -0.178 -2.378 -0.288 0.259 -0.800
C 2.320 -0.940 -1.603 0.857 -0.027 -0.450
H -1.229 -0.819 -3.269 -0.091 0.414 0.276
H -2.218 -0.388 -1.808 0.220 0.121 -0.084
H -1.148 0.896 -2.577 -0.231 -0.553 -0.031
H 2.423 -1.605 -2.473 -0.222 0.362 0.176
H 2.861 -1.419 -0.780 -0.233 0.151 0.097
H 2.740 0.059 -1.808 -0.242 -0.418 0.039
Ce 0.724 0.840 1.777 -0.076 -0.766 0.216
C -1.506 1.161 2.107 -0.475 0.295 0.236
C -0.247 -1.091 0.928 0.314 -0.082 0.699
H -2.167 0.848 1.281 0.210 0.288 0.383
H -1.807 0.672 3.057 0.036 0.309 -0.434
H -1.500 2.270 2.215 -0.285 -0.443 0.066
H 0.498 -1.878 1.159 -0.400 -0.236 0.119
H -1.283 -1.376 1.176 0.510 -0.247 -0.504
F 1.466 0.759 3.680 0.153 -0.075 0.264

Entry 2:
19
Properties=species:S:1:pos:R:3:forces:R:3 method="wB97M-V/def2-TZVPD" relative_energy_kcal_mol=0.0 total_energy_ev=-11146.591 gap_ev=10.3 smiles=CCOCCOBO
C -0.063 0.034 -2.043 0.067 0.060 0.302
C -1.407 0.069 -1.311 -0.121 -0.059 -0.229
O -1.398 -0.703 -0.120 0.126 0.157 0.003
C -1.329 -0.011 1.110 -0.059 -0.061 0.175
C -0.058 -0.318 1.887 0.088 -0.169 0.424
O 0.968 0.646 1.655 -0.412 0.088 -0.781
B 1.905 0.465 0.683 0.088 -0.122 0.099
O 2.479 -0.768 0.498 0.219 0.170 0.164
H 0.499 0.959 -1.908 -0.009 0.032 -0.051
H -0.190 -0.149 -3.110 0.022 0.049 -0.003
H 0.540 -0.769 -1.618 -0.043 -0.100 -0.135
H -2.181 -0.362 -1.949 0.001 -0.033 0.042
H -1.715 1.096 -1.091 0.029 -0.012 0.014
H -1.417 1.071 0.970 0.044 -0.015 -0.009
H -2.179 -0.333 1.722 -0.004 -0.044 -0.056
H -0.282 -0.297 2.955 0.053 0.092 0.000
H 0.284 -1.327 1.642 0.004 0.022 -0.046
H 2.216 1.388 -0.015 0.225 0.082 0.286
H 3.326 -0.692 0.043 -0.316 -0.137 -0.198

Entry 3:
19
Properties=species:S:1:pos:R:3:forces:R:3 method="wB97M-V/def2-TZVPD" relative_energy_kcal_mol=15.2 total_energy_ev=-103917.493 gap_ev=8.7 smiles="CCCC[Si](=S)S.Br"
C -1.850 1.698 -0.606 0.162 1.174 1.820
C -2.047 0.317 0.079 3.705 1.018 -0.920
C -0.567 -0.142 0.547 -2.494 -0.643 0.339
C 0.359 -0.434 -0.594 1.832 -0.050 0.422
Si 1.598 -1.905 -0.135 -0.007 0.945 0.168
S 3.490 -1.789 0.548 -1.718 -0.010 -0.737
S 0.578 -3.771 0.059 -0.644 0.981 -0.676
Br 3.254 2.040 0.063 -0.908 0.216 -0.813
H -1.154 1.824 -1.464 -0.632 -0.682 0.433
H -2.855 1.982 -0.846 -0.394 0.706 -0.763
H -1.496 2.480 0.164 -0.434 -1.188 -0.984
H -2.544 -0.310 -0.665 0.305 -0.555 0.392
H -2.628 0.428 0.961 -0.743 0.102 0.593
H -0.143 0.571 1.229 0.027 0.765 0.193
H -0.704 -1.004 1.166 -0.166 -0.858 0.428
H 1.005 0.428 -0.727 0.484 0.069 0.043
H -0.253 -0.350 -1.456 -0.219 -1.134 -1.394
H 4.290 2.003 0.968 0.902 -0.101 0.803
H 1.666 -4.067 0.709 0.943 -0.756 0.654